91
Properties=species:S:1:pos:R:3:forces:R:3:lowdin_charge:R:1 method="wB97M-V/def2-TZVPD" total_energy_ev=-146719.816 multiplicity=1 relative_energy_kcal_mol=4.06 gap_ev=8.708 charge=+1 homo_energy_ev=-11.35
Hg 0.347846 -0.651223 1.243451 -0.3 -0.3 -0.1 0.663
C 4.711824 0.554804 -1.294459 0.0 0.0 0.0 -0.008
O 3.392608 0.732834 -1.844585 -0.1 -0.1 0.0 -0.005
C 2.379902 0.487465 -1.023651 0.0 0.2 -0.1 -0.595
O 2.496004 0.122154 0.137266 0.2 0.0 -0.1 -0.065
N 1.194206 0.710386 -1.643040 -0.1 -0.2 0.0 0.039
N 0.015212 0.589653 -0.907278 0.0 0.2 0.0 0.000
H 4.965526 1.413011 -0.675331 0.0 0.0 0.0 0.100
H 5.375151 0.494429 -2.150059 0.0 0.0 0.0 0.101
H 4.756223 -0.357745 -0.705151 0.0 0.0 0.0 0.087
H 1.180861 1.040693 -2.595717 0.0 0.1 0.0 0.167
H -0.667960 -0.004564 -1.364310 0.0 0.0 -0.1 0.085
H -0.412472 1.494543 -0.739463 -0.1 0.0 0.0 0.079
F -2.433779 1.221366 0.244276 0.1 -0.1 0.0 -0.277
As -3.448413 -0.186175 0.572721 0.1 0.1 -0.1 0.731
F -2.107393 -1.181106 -0.075439 0.0 0.2 0.1 -0.372
F -4.092652 -0.080777 -1.011253 0.0 0.0 0.0 -0.218
F -4.318422 -1.628698 0.899249 0.0 0.0 0.0 -0.219
F -4.649295 0.825457 1.252803 0.0 0.0 0.0 -0.211
F -2.644591 -0.307522 2.121167 0.0 0.0 0.1 -0.323
C -2.205817 -3.809374 -1.391364 0.0 -0.1 0.0 -0.134
C -0.718501 -4.143938 -1.410832 0.0 0.1 0.1 -0.535
C -0.086485 -3.820590 -2.756047 0.1 0.0 0.0 -0.131
Sb 0.309958 -3.235076 0.259780 0.1 -0.2 0.4 1.516
C 2.345088 -3.972262 0.227181 0.1 0.2 0.0 -0.560
C 2.475146 -5.487480 0.271769 -0.1 -0.1 0.0 -0.134
C 3.147841 -3.386188 -0.932583 0.0 0.1 -0.1 -0.141
C -0.519814 -4.311082 1.941410 0.0 0.1 0.0 -0.549
C -1.724657 -3.563383 2.505109 -0.1 0.1 0.0 -0.163
C -0.888074 -5.755853 1.623969 0.0 0.0 -0.1 -0.132
H -2.704366 -4.360967 -2.191794 0.0 0.0 0.0 0.092
H -2.382610 -2.749099 -1.553778 0.0 -0.1 0.0 0.058
H -2.690260 -4.082008 -0.454095 0.0 0.0 0.0 0.063
H -0.573859 -5.202545 -1.176931 0.0 0.0 -0.1 0.082
H -0.120360 -2.750586 -2.970649 0.0 0.0 0.0 0.076
H -0.650253 -4.324451 -3.543988 0.0 0.0 0.0 0.088
H 0.947407 -4.154570 -2.830466 0.0 0.0 0.0 0.055
H 2.744645 -3.554441 1.158468 -0.1 0.0 0.0 0.079
H 2.009964 -5.958582 -0.597103 0.0 0.0 0.0 0.081
H 2.035510 -5.921725 1.168407 0.0 0.0 0.0 0.061
H 3.531365 -5.765333 0.260252 0.0 0.0 0.0 0.086
H 2.863116 -3.836100 -1.884343 0.0 0.0 0.0 0.065
H 4.210157 -3.596909 -0.790166 0.0 0.0 0.0 0.086
H 3.032545 -2.302766 -1.026894 0.0 0.0 0.1 0.046
H 0.296456 -4.282792 2.672701 0.0 -0.1 0.0 0.082
H -2.533366 -3.478249 1.777576 0.0 0.0 0.0 0.063
H -1.481939 -2.547507 2.818292 0.0 0.0 0.0 0.021
H -2.125553 -4.100531 3.368911 0.0 0.0 0.0 0.091
H -1.725069 -5.799381 0.924558 0.0 0.0 0.0 0.075
H -1.216538 -6.257900 2.536609 0.0 0.0 0.0 0.088
H -0.069916 -6.336843 1.202482 0.0 0.0 0.0 0.056
C 0.183408 -1.993457 5.769128 0.0 0.1 0.0 -0.205
Si -0.810926 -0.426395 5.522618 -0.1 0.0 0.1 0.332
C -2.633497 -0.719166 5.267638 0.1 0.0 0.1 -0.204
C -0.506389 0.755487 6.941158 0.0 0.0 -0.1 -0.213
Sb 0.199911 0.789039 3.480194 0.1 0.0 0.0 0.888
Si -0.762449 3.132458 2.982245 0.0 0.0 0.0 0.356
C -0.109096 4.199672 4.376835 -0.1 -0.1 -0.1 -0.219
C -2.622621 3.069383 2.983693 0.1 0.0 0.0 -0.202
C -0.005355 3.624476 1.330153 0.0 0.0 0.0 -0.210
Si 2.720667 1.092884 3.918036 0.0 0.0 -0.1 0.315
C 3.291161 2.396913 2.702467 0.0 -0.1 0.1 -0.210
C 3.048484 1.618248 5.682526 -0.1 0.0 -0.1 -0.215
C 3.513870 -0.559902 3.529031 0.0 0.1 0.0 -0.220
H -0.045997 -2.391545 6.760598 0.0 0.0 0.0 0.044
H 1.255399 -1.786470 5.742035 0.0 0.0 0.0 0.016
H -0.041319 -2.767810 5.034929 0.0 0.0 0.0 0.017
H -2.970268 -1.452310 6.004982 0.0 0.0 0.0 0.045
H -2.887225 -1.083151 4.274478 0.0 0.0 0.0 0.006
H -3.188241 0.204103 5.442377 0.0 0.0 0.0 0.037
H -0.974021 0.361097 7.846218 0.0 0.0 0.0 0.044
H -0.941668 1.738300 6.754497 0.0 0.0 0.0 0.025
H 0.556198 0.885255 7.146456 0.0 0.0 0.0 0.016
H -0.540196 3.905480 5.335009 0.0 0.0 0.0 0.027
H -0.387765 5.241098 4.200151 0.0 0.0 0.0 0.043
H 0.977683 4.157084 4.458774 0.0 0.0 0.0 0.015
H -3.015481 2.371704 3.724248 0.0 0.0 0.0 0.029
H -3.025593 2.777967 2.015541 0.0 0.0 0.0 0.013
H -2.991812 4.067388 3.234157 0.0 0.0 0.0 0.044
H 0.528282 2.798988 0.854792 0.0 0.0 0.0 -0.010
H 0.706925 4.440492 1.456654 0.0 0.0 0.0 0.036
H -0.789103 3.959008 0.648396 0.0 0.0 0.0 0.040
H 2.837226 3.366853 2.910859 0.0 0.0 0.0 0.023
H 3.052890 2.109665 1.676486 0.0 0.0 0.0 0.008
H 4.374739 2.514811 2.779658 0.0 0.0 0.0 0.042
H 2.415093 2.451021 5.990636 0.0 0.0 0.0 0.025
H 4.087617 1.940097 5.778768 0.0 0.0 0.0 0.041
H 2.893060 0.795172 6.381605 0.0 0.0 0.0 0.027
H 3.333249 -0.841655 2.488486 0.0 0.0 0.0 0.001
H 3.156052 -1.361170 4.177118 0.0 0.0 0.0 0.021
H 4.595259 -0.479486 3.664931 0.0 0.0 0.0 0.042